1.
A gas-phase ion, C8H15N2 (charge +1) in a non-equilibrium geometry. Source: the OMol25 dataset; level of theory: wB97M-V/def2-TZVPD.

- highest occupied orbital energy (Eh) = -0.50269
- calculated total energy (Ha) = -422.9761
- LUMO level (Eh) = -0.110
- orbital gap (eV) = 10.68
- energy relative to the best compared isomer or geometry (same formula, charge and spin) (kcal per mole) = 74.2

The geometry in ORCA input format:
```
! RIJCOSX wB97M-V def2-TZVPD def2/J DEFGRID3
* xyz 1 1
C -2.65 0.88 -1.13
C -1.73 -1.48 -1.37
C -0.15 -1.55 -1.37
C 0.57 0.53 -0.35
C 0.22 1.35 0.70
C 0.04 0.80 2.16
C 0.13 2.87 0.54
C 1.90 -1.45 -0.01
N -2.19 -0.16 -1.35
N 0.51 -0.91 -0.22
H -2.14 -2.07 -2.28
H -2.18 -1.97 -0.49
H 0.09 -2.55 -1.36
H 0.17 -0.95 -2.30
H 0.57 0.92 -1.26
H 0.92 0.22 2.44
H -0.78 0.05 2.29
H -0.13 1.58 2.99
H 0.73 3.35 1.31
H -0.78 3.22 0.82
H 0.24 3.15 -0.53
H 2.59 -1.42 -0.87
H 2.41 -0.84 0.84
H 1.68 -2.52 0.20
H -0.06 -1.05 0.59
*
```


2.
A molecular structure, C44H48Cl3GaN9O2. Source: the OMol25 dataset; level of theory: wB97M-V/def2-TZVPD.

- highest occupied orbital energy (Eh) = -0.40663
- calculated total energy (Ha) = -5654.0326
- LUMO level (Eh) = -0.117
- orbital gap (eV) = 7.88
- energy relative to the best compared isomer or geometry (same formula, charge and spin) (kcal per mole) = 5.8

The geometry in ORCA input format:
```
! RIJCOSX wB97M-V def2-TZVPD def2/J DEFGRID3
* xyz 1 1
Ga 0.50 -0.01 0.05
C 1.68 -2.23 -4.79
C 2.27 -1.47 -3.61
C 3.78 -1.74 -3.52
C 1.98 0.02 -3.71
C 2.64 0.74 -4.70
C 2.36 2.08 -4.92
C 1.41 2.71 -4.15
C 0.73 2.02 -3.15
C -0.33 2.77 -2.36
C 0.25 4.03 -1.70
C -1.53 3.12 -3.25
C 1.02 0.67 -2.92
N 0.32 -0.07 -1.90
C -0.57 -1.00 -2.35
O -0.95 -1.18 -3.49
C -1.11 -1.89 -1.24
C -2.15 -2.79 -1.34
C -2.65 -3.34 -0.15
C -2.16 -2.93 1.09
C -1.12 -2.03 1.10
N -0.59 -1.63 -0.05
C -0.58 -1.27 2.30
O -0.93 -1.60 3.42
N 0.26 -0.25 1.96
C 1.00 0.37 3.03
C 1.99 -0.36 3.69
C 2.69 0.24 4.73
C 2.44 1.54 5.11
C 1.46 2.26 4.45
C 0.72 1.70 3.41
C -0.33 2.57 2.76
C -1.74 1.99 2.87
C 0.07 3.01 1.34
C 2.34 -1.80 3.35
C 3.83 -1.96 3.07
C 1.92 -2.75 4.48
H 1.87 -3.31 -4.69
H 2.15 -1.90 -5.72
H 0.61 -2.07 -4.88
H 1.80 -1.84 -2.69
H 4.26 -1.60 -4.49
H 3.97 -2.78 -3.24
H 4.28 -1.08 -2.81
H 3.37 0.24 -5.33
H 2.88 2.62 -5.70
H 1.18 3.75 -4.33
H -0.69 2.11 -1.59
H 0.56 4.75 -2.45
H 1.12 3.80 -1.08
H -0.51 4.52 -1.08
H -1.24 3.81 -4.05
H -2.31 3.61 -2.66
H -1.95 2.23 -3.71
H -2.58 -3.02 -2.31
H -3.47 -4.05 -0.20
H -2.59 -3.27 2.02
H 3.45 -0.32 5.25
H 2.99 2.00 5.92
H 1.25 3.28 4.74
H -0.34 3.50 3.33
H -1.85 1.04 2.36
H -2.47 2.69 2.46
H -1.99 1.82 3.92
H 0.26 2.16 0.67
H 0.97 3.61 1.37
H -0.72 3.60 0.87
H 1.79 -2.09 2.45
H 4.42 -1.80 3.97
H 4.18 -1.25 2.32
H 4.04 -2.98 2.73
H 2.54 -2.57 5.37
H 2.08 -3.79 4.18
H 0.88 -2.62 4.76
Cl -4.35 3.38 0.11
C -4.38 1.62 -0.05
Cl -5.23 0.88 1.30
Cl -5.08 1.13 -1.59
C -2.98 1.15 -0.02
N -1.90 0.80 0.00
C 3.12 -2.28 -0.25
C 3.39 -0.82 -0.15
N 2.50 0.14 0.06
C 3.18 1.34 0.17
C 4.50 1.10 0.01
N 4.62 -0.26 -0.20
C 5.88 -0.95 -0.44
N 6.57 -1.28 0.77
N 7.04 -0.27 1.56
N 7.55 -0.77 2.61
C 7.44 -2.15 2.55
C 7.84 -3.13 3.46
C 7.56 -4.44 3.13
C 6.92 -4.77 1.91
C 6.53 -3.81 1.01
C 6.80 -2.48 1.36
H 2.05 -2.46 -0.17
H 3.63 -2.81 0.55
H 3.46 -2.68 -1.21
H 2.67 2.27 0.35
H 5.36 1.74 0.04
H 6.50 -0.31 -1.06
H 5.68 -1.87 -0.98
H 8.33 -2.87 4.38
H 7.85 -5.23 3.80
H 6.73 -5.81 1.69
H 6.05 -4.08 0.08
*
```


3.
C5H10 in the gas phase in a non-equilibrium geometry. Source: the OMol25 dataset; level of theory: wB97M-V/def2-TZVPD.

- highest occupied orbital energy (Eh) = -0.35535
- calculated total energy (Ha) = -196.4644
- LUMO level (Eh) = 0.047
- orbital gap (eV) = 10.96
- energy relative to the best compared isomer or geometry (same formula, charge and spin) (kcal per mole) = 27.6

The geometry in ORCA input format:
```
! RIJCOSX wB97M-V def2-TZVPD def2/J DEFGRID3
* xyz 0 1
C 0.97 0.72 -2.17
C 1.24 0.53 -0.90
C 0.36 0.74 0.30
C -0.02 -0.63 0.90
C -1.52 -0.82 1.12
H 0.07 1.28 -2.44
H 1.60 0.37 -2.97
H 2.09 -0.07 -0.61
H -0.58 1.24 0.03
H 0.88 1.39 0.99
H 0.42 -1.45 0.37
H 0.43 -0.64 1.90
H -1.91 -0.88 2.14
H -1.90 -1.73 0.68
H -2.14 -0.05 0.66
*
```


4.
5 unconnected molecules or ions with the total composition C45H87F14NO18S2 in a non-equilibrium geometry. Source: the OMol25 dataset; level of theory: wB97M-V/def2-TZVPD.

- highest occupied orbital energy (Eh) = -0.33329
- calculated total energy (Ha) = -5369.4091
- LUMO level (Eh) = -0.104
- orbital gap (eV) = 6.23

The geometry in ORCA input format:
```
! RIJCOSX wB97M-V def2-TZVPD def2/J DEFGRID3
* xyz 0 1
C -2.89 -5.09 -2.99
C -1.29 -4.81 -3.30
N -0.50 -5.99 -3.76
C 0.99 -5.84 -3.75
C 1.69 -6.75 -2.54
C 0.84 -6.75 -1.14
C 1.72 -6.37 0.21
C 1.09 -4.94 0.77
C 1.99 -4.23 1.95
C 1.44 -2.65 2.05
O 0.02 -2.57 2.49
C -0.55 -1.34 1.85
C -1.30 -1.34 0.37
O -0.43 -0.13 2.45
O 1.30 -6.74 -4.92
S 0.78 -5.69 -6.20
O 1.75 -5.57 -7.43
O -0.59 -6.03 -6.86
O 0.97 -4.12 -5.48
C 1.74 -4.46 -4.23
C 3.33 -4.55 -4.75
C 3.74 -3.33 -5.79
C 5.30 -3.45 -6.34
F 6.13 -3.99 -5.20
F 5.45 -4.51 -7.41
C 5.99 -2.02 -6.73
F 6.05 -1.21 -5.48
F 7.44 -2.34 -7.05
C 5.40 -1.26 -8.04
F 6.47 -1.26 -9.11
F 4.31 -2.11 -8.65
C 4.70 0.19 -7.80
F 3.78 0.40 -8.99
F 3.75 0.21 -6.62
S 5.80 1.69 -7.74
F 6.21 1.64 -9.40
F 4.40 2.68 -8.07
F 5.39 1.89 -6.05
F 7.19 0.85 -7.22
F 6.69 3.14 -7.61
C 1.64 -3.08 -3.38
C 2.72 -2.88 -2.17
C 4.08 -2.05 -2.58
F 3.16 -4.12 -1.50
H -3.56 -4.64 -3.85
H -3.14 -4.46 -2.01
H -3.14 -6.20 -2.73
H -1.24 -3.94 -4.10
H -0.82 -4.39 -2.31
H -0.82 -6.91 -3.38
H 2.85 -6.49 -2.40
H 1.69 -7.87 -2.93
H 0.45 -7.86 -0.95
H -0.11 -6.07 -1.12
H 1.60 -7.20 1.04
H 2.86 -6.28 -0.03
H -0.01 -5.13 1.14
H 0.98 -4.21 -0.17
H 3.14 -4.28 1.80
H 1.63 -4.73 2.98
H 1.43 -2.28 0.92
H 2.17 -1.96 2.65
H -1.99 -2.27 0.19
H -0.45 -1.38 -0.46
H -1.89 -0.33 0.16
H 4.08 -4.65 -3.82
H 3.54 -5.55 -5.38
H 3.07 -3.33 -6.78
H 3.65 -2.26 -5.32
H 0.58 -2.84 -2.91
H 1.83 -2.17 -4.14
H 2.18 -2.23 -1.33
H 3.77 -0.99 -3.00
H 4.69 -1.91 -1.57
H 4.81 -2.64 -3.30
C 3.86 6.17 2.56
O 2.48 5.86 2.59
C 1.93 5.65 1.29
C 0.94 4.48 1.29
O 1.54 3.19 1.44
C 2.08 2.88 2.73
C 1.03 2.73 3.84
O 0.52 4.00 4.23
C -0.85 3.96 4.59
H 4.01 7.18 2.17
H 4.24 6.12 3.58
H 4.41 5.44 1.96
H 2.72 5.44 0.55
H 1.41 6.57 1.00
H 0.44 4.46 0.31
H 0.14 4.63 2.02
H 2.85 3.59 3.01
H 2.58 1.91 2.61
H 1.48 2.28 4.72
H 0.22 2.07 3.48
H -1.46 3.46 3.83
H -1.21 4.99 4.67
H -0.97 3.46 5.56
C 0.25 3.33 -5.43
O -0.42 3.74 -4.25
C 0.31 4.69 -3.50
C -0.61 5.78 -2.93
O -1.12 6.69 -3.91
C -2.10 6.17 -4.82
C -3.44 5.83 -4.16
O -3.34 4.62 -3.41
C -4.15 4.62 -2.25
H 1.10 2.69 -5.18
H -0.45 2.76 -6.05
H 0.59 4.19 -6.01
H 1.09 5.17 -4.10
H 0.79 4.16 -2.67
H -0.02 6.39 -2.24
H -1.42 5.35 -2.33
H -1.70 5.33 -5.39
H -2.28 6.98 -5.54
H -4.20 5.66 -4.94
H -3.77 6.66 -3.53
H -4.00 5.53 -1.65
H -3.86 3.77 -1.63
H -5.21 4.52 -2.52
C -7.49 7.54 7.09
O -6.37 8.22 6.52
C -5.96 9.35 7.29
C -4.44 9.45 7.36
O -3.81 8.46 8.18
C -3.81 7.12 7.67
C -2.94 6.91 6.43
O -3.56 7.47 5.28
C -2.63 8.01 4.35
H -8.39 8.14 6.95
H -7.60 6.59 6.56
H -7.32 7.33 8.15
H -6.37 9.31 8.31
H -6.36 10.24 6.79
H -4.19 10.41 7.82
H -3.99 9.48 6.36
H -4.83 6.76 7.51
H -3.40 6.50 8.48
H -2.81 5.84 6.25
H -1.95 7.36 6.61
H -1.93 8.69 4.84
H -3.19 8.59 3.61
H -2.09 7.20 3.84
C -3.40 -3.84 5.28
O -3.28 -5.16 4.78
C -2.36 -5.26 3.69
C -1.51 -6.53 3.80
O -0.54 -6.51 4.85
C -1.04 -6.60 6.19
C -1.67 -7.95 6.54
O -2.95 -8.08 5.93
C -3.25 -9.41 5.54
H -3.94 -3.21 4.56
H -3.96 -3.88 6.22
H -2.41 -3.40 5.49
H -1.69 -4.39 3.65
H -2.94 -5.29 2.77
H -0.94 -6.63 2.87
H -2.14 -7.42 3.86
H -1.72 -5.77 6.41
H -0.17 -6.46 6.84
H -1.82 -8.02 7.62
H -1.00 -8.76 6.23
H -2.43 -9.85 4.95
H -4.14 -9.39 4.91
H -3.45 -10.03 6.43
*
```